Record 1
Molecular formula: C35H35CrF5N2O6PS4
Method: DFT, ωB97M-V/def2-TZVPD

The geometry in XYZ format:
```
89
Properties=species:S:1:pos:R:3:mulliken_spin:R:1
C 0.770 1.966 -2.867 -0.02
H 3.644 0.623 -0.117 0.00
C 3.106 4.859 -3.738 0.00
F -3.877 -0.720 6.854 0.00
C -3.623 0.578 -2.724 0.00
C 2.878 -3.233 -1.088 0.00
H -1.645 -2.845 0.600 0.00
F -3.155 1.809 7.585 0.00
H -0.363 0.228 -3.409 0.00
H 2.093 1.067 4.248 0.00
H 0.968 -3.002 4.066 0.00
H 3.470 -5.126 -0.256 0.00
C -0.418 1.314 -3.499 0.01
C 3.070 -1.009 2.744 0.00
H -0.492 1.586 -4.553 0.00
C 2.159 -2.869 0.034 0.01
H -1.325 1.641 -2.997 0.00
C -3.137 -0.716 -2.916 0.00
H 3.463 -2.572 -3.049 0.00
O -2.181 1.643 -0.767 0.01
H 3.673 -0.682 3.597 0.00
H 1.215 -1.133 3.793 0.00
H 2.132 -3.556 0.870 0.00
C 1.474 -0.765 -0.963 -0.03
H 1.862 1.577 2.577 0.00
C 1.479 -1.654 0.127 0.01
C -2.454 2.237 5.358 0.00
C 3.582 -4.561 -1.183 0.00
O -4.162 2.788 -1.482 0.00
C 2.504 2.092 -1.198 -0.01
H 0.910 3.407 -4.433 0.00
H 0.471 1.168 3.545 0.00
H -0.380 -4.064 0.712 0.00
H 3.170 -5.169 -1.993 0.00
P 0.488 -1.086 1.534 0.01
H 3.491 -0.572 1.840 0.00
S -2.564 -0.101 2.001 -0.01
C -3.357 0.118 5.936 0.00
H 3.916 2.299 0.401 0.00
C 2.245 -1.120 -2.088 -0.01
F -2.097 3.482 5.711 0.00
C 0.332 3.255 1.168 0.03
H 3.164 -2.093 2.656 0.00
C 3.060 3.173 -1.865 0.01
C -2.297 1.807 4.052 0.01
C 2.496 3.680 -3.026 0.00
H -1.763 -4.098 1.821 0.00
S 0.984 4.711 1.491 0.02
C -1.066 -3.442 1.293 0.00
S -3.611 1.490 -1.161 0.00
H 3.489 5.589 -3.022 0.00
H -4.280 -1.269 -6.069 0.00
O -2.859 -2.928 -1.610 0.00
C -0.311 -2.588 2.309 0.00
O -4.407 0.660 -0.297 0.00
C -2.653 0.522 3.622 -0.01
C 3.165 1.591 0.051 0.00
H 2.371 5.357 -4.370 0.00
C 1.322 1.491 -1.675 0.01
Cr -0.821 0.534 0.322 1.10
C 1.620 -0.579 2.945 0.00
H 2.263 -0.447 -2.935 0.00
H 3.941 4.552 -4.375 0.00
C -4.322 1.198 -3.757 0.00
N 0.753 0.419 -0.923 -0.02
C -3.386 -1.363 -4.126 0.00
H -2.996 -2.364 -4.256 0.00
H 3.949 3.641 -1.451 0.00
C 1.363 3.051 -3.512 0.00
O -0.891 -1.921 -2.650 0.00
C -4.558 0.549 -4.956 0.00
H -4.682 2.202 -3.581 0.00
C 1.505 0.894 3.341 0.00
H 2.419 1.451 0.829 0.01
C -4.097 -0.745 -5.138 0.00
H 1.401 -3.932 2.634 0.00
N -0.078 2.178 0.983 -0.06
F -3.543 -1.560 4.348 0.00
H 4.651 -4.439 -1.377 0.00
H -0.055 -4.324 3.531 0.00
H -1.061 -2.120 2.954 0.00
C 0.566 -3.495 3.182 0.00
F -1.805 2.690 3.187 0.00
C 2.914 -2.319 -2.146 0.00
O -1.815 -1.004 -0.599 -0.05
S -2.086 -1.732 -1.855 0.00
C -2.990 1.395 6.313 0.01
H -5.111 1.050 -5.742 0.00
C -3.183 -0.297 4.630 0.00
```

Summary:
Total charge = -2
E_HOMO (spin up / spin down) = -2.46 / -2.55 eV
Gap between HOMO and LUMO (spin up / spin down) = 6.63 / 6.71 eV
Multiplicity = 2
LUMO energy (spin up / spin down) = 4.17 / 4.17 eV

Record 2
Molecular formula: C35H35FN5O6S2Tc
Method: DFT, ωB97M-V/def2-TZVPD

The geometry in XYZ format:
```
85
Properties=species:S:1:pos:R:3:mulliken_spin:R:1
C -4.439 -0.123 5.458 0.00
C -2.010 0.727 -0.576 0.01
C -3.433 -0.959 4.719 0.00
C 0.908 -2.452 -1.580 -0.15
H 0.769 -2.433 -5.422 0.00
O -0.986 0.335 -1.211 0.01
H 0.087 2.007 -4.934 0.00
C 4.621 3.602 2.722 0.00
C 5.047 2.672 3.668 0.00
C -1.535 -2.487 3.338 -0.01
C -2.066 -1.335 2.744 -0.01
N 3.014 2.235 -0.972 0.00
H 4.193 1.258 -3.972 0.00
C -3.156 0.851 1.559 0.00
N -3.518 0.578 2.829 0.00
H -1.464 -0.567 -6.451 0.00
H -3.333 1.721 5.297 0.00
H -0.793 -3.058 2.797 0.00
H 0.250 -2.293 -7.109 0.00
H -2.277 1.206 -5.076 0.00
H 5.234 4.472 2.513 0.00
H 3.772 -4.756 -4.372 0.00
C -1.712 1.036 -4.156 0.00
H -5.452 -0.480 5.244 0.00
C 0.148 -4.173 -3.180 -0.02
H -4.700 3.090 2.076 0.00
H -0.868 -3.972 -2.862 0.00
C 3.617 1.232 -3.059 0.00
C -3.012 -0.568 3.435 0.00
N 1.478 0.941 0.335 -0.05
C 1.189 -3.445 -2.590 -0.08
C -0.490 1.931 -4.010 0.00
H 1.916 -6.036 -5.393 0.00
S -1.259 -0.711 -4.097 0.00
F -1.465 -3.954 5.176 0.00
S 1.125 2.049 1.437 0.03
C 2.641 2.311 2.320 0.00
C -4.493 1.451 3.517 0.00
C -4.348 2.907 3.089 0.00
O 0.217 1.420 2.367 0.00
C 2.746 0.187 -2.781 0.00
N 2.041 0.164 -1.665 -0.05
C 2.754 -4.595 -4.037 0.01
H 3.306 -3.126 -2.563 0.01
C 2.209 1.192 -0.766 0.00
C 3.698 2.238 -2.112 0.00
H -5.069 1.946 5.510 0.00
C -2.900 -2.096 5.284 0.00
H 2.589 -0.642 -3.463 0.00
O -2.833 1.551 -0.991 0.01
C -2.250 0.162 0.816 0.01
H -4.288 -0.225 6.534 0.00
H -3.610 1.703 1.078 0.00
C -0.621 -0.809 -5.798 0.00
C 0.412 -5.104 -4.171 0.01
H 6.656 2.025 4.721 0.00
O 0.745 3.313 0.864 0.00
C 1.714 -5.316 -4.609 -0.01
H 0.149 -0.042 -5.908 0.00
O -0.641 -1.612 0.930 -0.10
H 4.350 3.093 -2.268 0.00
H -4.940 3.530 3.760 0.00
H 3.091 4.122 1.296 0.00
C 4.247 1.561 3.937 0.00
H 4.567 0.838 4.679 0.00
C -1.579 -0.947 1.413 -0.01
H -3.200 -2.413 6.275 0.00
H 6.916 3.432 3.881 0.00
H -5.499 1.097 3.260 0.00
H 0.154 1.550 -3.216 0.00
C -4.315 1.326 5.022 0.00
H 2.425 0.523 3.468 0.00
C 3.051 1.382 3.265 0.00
C -1.964 -2.844 4.582 0.00
Tc 0.633 -1.027 -0.686 1.42
N 6.239 2.877 4.381 0.00
H -2.370 1.159 -3.295 0.00
O -2.526 -1.499 -4.122 0.00
H -0.405 -5.655 -4.620 0.00
C 2.498 -3.677 -3.030 -0.02
C -0.077 -2.201 -6.072 0.00
C 3.425 3.420 2.046 0.00
H -0.849 -2.949 -5.888 0.00
H -0.796 2.936 -3.715 0.00
H -3.304 3.219 3.153 0.00
```

Summary:
Total charge = -1
E_HOMO (spin up / spin down) = -3.41 / -3.41 eV
Gap between HOMO and LUMO (spin up / spin down) = 5.73 / 5.73 eV
Multiplicity = 2
LUMO energy (spin up / spin down) = 2.32 / 2.32 eV

Record 3
Molecular formula: C35H35N3O4STeW
Method: DFT, ωB97M-V/def2-TZVPD

The geometry in XYZ format:
```
80
Properties=species:S:1:pos:R:3:mulliken_spin:R:1
C 1.988 0.320 3.722 0.00
H 1.025 4.024 3.184 0.00
W -0.257 -0.854 -1.009 0.53
H 2.256 -0.717 3.874 0.00
H 4.072 -2.041 -3.801 0.00
C 3.439 4.370 -3.441 0.00
H 4.986 2.803 -3.465 0.00
C 4.569 -1.403 -1.813 0.02
C 2.246 2.912 -2.116 -0.08
H -6.167 1.056 2.795 0.00
H 4.752 -0.721 0.216 0.00
N -2.186 -1.039 -1.522 -0.07
H 2.087 -4.203 0.577 0.00
H 0.659 -4.467 1.583 0.00
H -2.844 -5.184 2.511 0.00
H 2.189 5.752 -1.060 0.00
C -2.826 -4.789 1.505 -0.03
H -2.764 -3.430 -2.127 0.00
C -2.951 -5.169 -0.892 -0.03
C 3.933 2.932 -3.711 0.00
N 3.094 2.148 -2.801 0.01
H -3.892 0.192 -1.513 0.00
C 1.828 -0.913 -1.504 0.00
C 0.441 1.981 2.928 0.00
C 0.449 -3.022 0.052 0.02
H -3.219 2.113 3.560 0.00
C -2.770 -3.823 -1.120 0.07
H 0.724 -5.122 -0.089 0.00
H -2.108 1.875 -1.510 0.01
C -2.502 -1.530 -0.256 0.21
H -2.799 1.932 -3.144 -0.01
H -3.136 -6.707 0.592 0.00
C -2.795 -0.549 0.807 -0.02
C -0.823 2.378 2.266 0.02
H 1.674 -1.642 -3.536 0.00
C 1.635 5.305 -1.885 0.00
C 0.778 0.645 3.126 0.00
C 3.696 -1.651 -2.864 0.00
H 3.208 1.167 -2.592 0.01
C -4.127 0.448 2.560 -0.01
C 2.336 -1.416 -2.705 0.03
C 1.308 2.992 3.343 0.00
H 3.774 2.629 -4.744 0.00
H -3.400 -0.418 -3.089 -0.01
C 2.846 1.328 4.139 0.00
C -2.628 -2.934 -0.034 0.00
C -3.030 0.012 -2.157 0.03
N 2.372 4.182 -2.446 0.05
H -5.252 1.033 4.299 0.00
H -4.733 -1.261 1.403 0.00
C -2.280 1.304 -2.424 0.01
H 5.628 -1.591 -1.928 0.00
H -5.790 -0.480 3.566 0.00
C -1.915 1.350 2.052 0.00
C -5.402 0.515 3.354 0.00
O 0.319 -1.977 0.754 0.00
H 0.109 -0.148 2.821 0.00
H -2.498 -2.769 2.121 0.00
C 4.076 -0.917 -0.607 -0.01
H 3.026 4.845 -4.330 0.00
H 3.780 1.075 4.622 0.00
C -1.817 0.402 1.061 0.02
S 1.151 2.283 -0.932 0.48
O -1.014 3.483 1.813 0.00
Te -0.331 0.817 -3.127 0.48
H -3.081 -5.850 -1.721 0.00
C 2.504 2.664 3.955 0.00
C 2.718 -0.675 -0.448 0.00
C -2.983 -5.650 0.416 0.10
C -3.958 -0.522 1.575 0.02
C 0.997 -4.297 0.563 0.01
O 0.099 -2.873 -1.171 0.01
H 0.670 4.959 -1.525 0.00
H 4.217 5.015 -3.034 0.00
H 3.170 3.446 4.294 0.00
H 2.368 -0.273 0.497 0.01
C -2.647 -3.443 1.288 0.07
C -3.096 1.362 2.788 0.02
O -0.662 0.374 0.280 0.03
H 1.490 6.048 -2.666 0.00
```

Summary:
Total charge = +2
E_HOMO (spin up / spin down) = -13.14 / -13.80 eV
Gap between HOMO and LUMO (spin up / spin down) = 6.13 / 5.60 eV
Multiplicity = 3
LUMO energy (spin up / spin down) = -7.01 / -8.20 eV

Energy above the lowest of the compared OMol25 structures with the same formula, charge and spin values (in eV) by entry order: 0.3423 0.6196 0.9193.